a.
A cluster of 2 separate species, C11H15N in total, computed with ωB97M-V/def2-TZVPD.

XYZ file:
```
27
C11H15N ωB97M-V/def2-TZVPD
C 0.919 1.211 -3.621
C -1.070 1.178 -0.475
C -0.315 0.514 -1.473
C -0.048 1.455 -2.500
C -0.593 2.659 -2.116
C -1.448 -0.889 0.698
C -1.800 0.483 0.497
C -0.633 -1.570 -0.224
C -0.032 -0.890 -1.268
N -1.268 2.470 -0.907
H -2.038 -1.480 1.390
H -2.642 0.927 1.008
H -0.391 -2.542 0.194
H 0.484 -1.356 -2.111
H -1.773 3.166 -0.394
H -0.719 3.596 -2.636
H 1.934 1.281 -3.232
H 0.866 1.915 -4.454
H 0.765 0.213 -4.008
C 1.441 -1.578 2.462
C 1.012 -1.429 3.919
H 0.639 -1.784 1.746
H 2.036 -0.710 2.190
H 2.091 -2.452 2.407
H 0.277 -0.645 4.114
H 0.450 -2.335 4.194
H 1.855 -1.407 4.600
```

Results
Total charge   -1
Spin multiplicity   2

=====

b.
A cluster of 2 separate species, C11H15N in total, computed with ωB97M-V/def2-TZVPD.

XYZ file:
```
27
C11H15N ωB97M-V/def2-TZVPD
C 2.591 0.772 -1.625
C 2.172 -0.671 -1.422
H 1.847 1.553 -1.405
H 3.246 0.962 -0.776
H 2.986 1.001 -2.624
H 1.614 -1.038 -2.272
H 3.100 -1.237 -1.300
H 1.633 -0.876 -0.486
C -0.627 -2.907 0.819
C -0.629 -0.417 0.125
C -0.455 -1.455 1.124
C -0.344 0.791 0.871
C -0.075 -0.892 2.316
C -1.271 -0.283 -1.144
C -1.435 0.988 -1.690
C -0.887 2.121 -1.082
C -0.312 2.061 0.198
N -0.132 0.481 2.169
H -1.442 -1.226 -1.640
H -1.937 1.175 -2.635
H -1.035 3.067 -1.647
H 0.367 -3.191 0.357
H -1.122 -3.054 -0.156
H 0.004 -1.463 3.238
H 0.025 1.198 2.852
H 0.194 2.909 0.620
H -0.992 -3.624 1.508
```

Results
Total charge   -1
Spin multiplicity   2

=====

Most stable one: a, least stable one: b.

=====

a.
The ion C9H14NO with charge +1, computed with ωB97M-V/def2-TZVPD.

XYZ file:
```
25
C9H14NO ωB97M-V/def2-TZVPD
C 2.094 -0.617 0.287
C 1.738 0.616 0.265
C -0.178 -0.567 -0.235
C 0.293 0.672 -0.090
C -2.448 0.464 -0.157
C -1.723 1.753 -0.741
C 3.043 -1.653 0.016
C 2.624 1.674 0.779
C -2.350 -1.818 0.275
N -1.691 -0.751 -0.448
O -0.408 1.858 -0.177
H -2.511 0.505 0.959
H -3.460 0.533 -0.573
H -1.783 1.763 -1.897
H -2.245 2.708 -0.640
H 3.928 -1.162 0.179
H 3.033 -1.976 -1.006
H 2.881 -2.537 0.722
H 2.350 2.576 0.298
H 3.746 1.399 0.624
H 2.271 1.778 1.812
H -3.342 -1.955 -0.150
H -1.902 -2.770 0.018
H -2.177 -1.639 1.399
H -1.781 -0.853 -1.521
```

Results
Total charge   +1
Spin multiplicity   1

=====

b.
The ion C9H14NO with charge +1, computed with ωB97M-V/def2-TZVPD.

XYZ file:
```
25
C9H14NO ωB97M-V/def2-TZVPD
C 1.977 -2.067 -0.387
C 2.155 -0.619 -0.169
C 3.425 0.041 0.058
C 3.206 1.358 0.224
O 1.902 1.606 -0.070
C 1.262 0.380 -0.271
C -0.437 0.441 -0.252
N -0.628 1.944 -0.529
C -1.441 -0.368 -1.037
C -1.261 -0.408 0.568
C -2.300 0.227 1.411
H 1.760 -2.576 0.516
H 1.227 -2.192 -1.138
H 2.930 -2.441 -0.710
H 4.228 -0.577 0.259
H 3.911 2.245 0.266
H -0.943 2.008 -1.492
H 0.356 2.293 -0.504
H -1.275 2.534 -0.016
H -1.144 -1.284 -1.515
H -2.368 0.056 -1.237
H -0.628 -1.181 0.983
H -2.373 1.246 1.127
H -2.094 0.066 2.535
H -3.183 -0.300 1.042
```

Results
Total charge   +1
SMILES string   Cc1ccoc1[C@@]1([NH3+])C[C@@H]1C
Spin multiplicity   1

=====

Most stable one: b, least stable one: a.

=====

a.
An isolated molecule of C3H8N2O2S, computed with ωB97M-V/def2-TZVPD.

XYZ file:
```
16
C3H8N2O2S ωB97M-V/def2-TZVPD
C 0.962 0.768 -0.019
C -0.519 -0.127 1.706
C -0.838 -0.453 -0.810
N -0.030 -0.092 0.294
N 2.041 0.451 -1.320
O 2.064 3.282 -0.407
O 1.604 1.281 1.083
S 1.022 2.601 0.276
H 0.189 0.201 2.413
H -1.351 0.517 1.795
H -0.845 -1.239 2.003
H -0.270 -0.259 -1.672
H -1.171 -1.575 -0.694
H -1.775 0.176 -0.866
H 1.698 -0.461 -1.577
H 3.057 0.444 -1.001
```

Results
Total charge   0
Spin multiplicity   1

=====

b.
An isolated molecule of C3H8N2O2S, computed with ωB97M-V/def2-TZVPD.

XYZ file:
```
16
C3H8N2O2S ωB97M-V/def2-TZVPD
C -1.207 -1.476 -0.194
N -0.724 -0.349 0.573
C -0.868 0.936 -0.060
N 0.255 1.287 -0.952
C 1.352 1.074 -0.154
S 0.993 -0.412 0.876
O 1.534 -1.570 0.343
O 1.219 -0.132 2.232
H -0.909 -2.455 0.133
H -2.318 -1.552 -0.100
H -0.876 -1.416 -1.348
H -0.567 1.535 0.860
H -1.951 1.115 -0.438
H 0.214 0.587 -1.745
H 2.313 0.982 -0.677
H 1.537 1.847 0.650
```

Results
Total charge   0
SMILES string   CN1CNCS1(=O)=O
Spin multiplicity   1

=====

Most stable one: b, least stable one: a.

=====

a.
A cluster of 2 separate species, CH8N2O in total, computed with ωB97M-V/def2-TZVPD.

XYZ file:
```
12
CH8N2O ωB97M-V/def2-TZVPD
N -0.179 -0.119 2.090
C 0.186 -0.126 0.596
N -0.940 0.170 -0.437
H 0.292 -0.946 2.627
H -1.142 -0.478 2.292
H 0.580 -1.057 0.272
H 0.926 0.762 0.460
H -1.237 1.085 -0.172
H -1.764 -0.344 0.009
O 1.448 0.630 -2.705
H 1.130 -0.281 -3.017
H 0.699 0.703 -2.017
```

Results
Total charge   0
SMILES string   NCN.O
Spin multiplicity   1

=====

b.
A cluster of 2 separate species, CH8N2O in total, computed with ωB97M-V/def2-TZVPD.

XYZ file:
```
12
CH8N2O ωB97M-V/def2-TZVPD
N 1.901 0.570 -1.902
C 0.323 0.457 -1.882
N -0.268 -0.569 -2.819
H 2.259 -0.362 -2.150
H 2.271 1.219 -2.505
H -0.100 0.201 -0.802
H -0.070 1.442 -2.189
H 0.392 -1.463 -2.709
H -0.176 -0.122 -3.721
O -2.357 -0.602 7.056
H -2.682 0.083 6.436
H -1.494 -0.854 7.187
```

Results
Total charge   0
SMILES string   NCN.O
Spin multiplicity   1

=====

Most stable one: a, least stable one: b.

=====

a.
An isolated molecule of CH2Cl3N, computed with ωB97M-V/def2-TZVPD.

XYZ file:
```
7
CH2Cl3N ωB97M-V/def2-TZVPD
N -0.464 0.165 -0.101
C -0.933 -1.065 -1.331
Cl -1.331 -0.139 -2.773
Cl 0.434 -2.181 -1.613
Cl -2.318 -1.901 -0.782
H 0.447 0.540 -0.430
H -1.249 0.760 -0.404
```

Results
Total charge   0
SMILES string   NC(Cl)(Cl)Cl
Spin multiplicity   1

=====

b.
A structure of composition CH2Cl3N, computed with ωB97M-V/def2-TZVPD.

XYZ file:
```
7
CH2Cl3N ωB97M-V/def2-TZVPD
C 0.740 -0.088 0.016
N -1.215 0.095 0.495
Cl 1.274 -1.733 0.182
Cl 0.945 0.209 -1.738
Cl 1.514 1.114 0.958
H -1.526 0.990 0.119
H -1.731 -0.587 -0.031
```

Results
Total charge   0
Spin multiplicity   1

=====

Most stable one: a, least stable one: b.

=====

a.
A structure of composition C5H7NO3, computed with ωB97M-V/def2-TZVPD.

XYZ file:
```
16
C5H7NO3 ωB97M-V/def2-TZVPD
C -0.164 -1.398 -0.243
N -0.031 -0.077 0.358
C -2.351 0.453 -0.001
C -0.227 1.066 -0.126
C 1.901 0.306 0.543
C 2.804 0.040 -0.373
O -2.860 1.329 0.879
O -3.008 -0.337 -0.618
O -0.094 2.213 -0.303
H -3.824 1.182 0.963
H 2.075 0.546 1.584
H 0.086 -1.377 -1.303
H -1.187 -1.744 -0.109
H 0.502 -2.079 0.281
H 2.511 -0.201 -1.389
H 3.867 0.078 -0.143
```

Results
Total charge   0
Spin multiplicity   1

=====

b.
An isolated molecule of C5H7NO3, computed with ωB97M-V/def2-TZVPD.

XYZ file:
```
16
C5H7NO3 ωB97M-V/def2-TZVPD
C -2.526 0.504 -0.502
C -1.442 0.029 -0.233
C -0.085 -0.414 0.236
C 0.067 -0.360 1.805
O 0.341 -1.725 0.046
C 0.948 0.680 -0.220
N 0.983 0.606 -1.665
O 1.079 1.666 -2.254
O 0.794 -0.476 -2.245
H -3.555 0.689 -0.799
H 1.036 -0.602 2.078
H -0.078 0.626 2.187
H -0.607 -1.114 2.303
H 0.541 -1.907 -0.975
H 0.661 1.600 0.104
H 1.844 0.197 0.133
```

Results
Total charge   0
SMILES string   C#C[C@@](C)(O)C[N+](=O)[O-]
Spin multiplicity   1

=====

Most stable one: a, least stable one: b.

=====

a.
A cluster of 2 separate species, C2H3O2S2 in total, computed with ωB97M-V/def2-TZVPD.

XYZ file:
```
9
C2H3O2S2 ωB97M-V/def2-TZVPD
C -0.393 -0.106 0.523
C 0.887 0.015 -0.164
O -1.274 -0.009 -1.950
O -1.061 -1.431 0.241
S -0.115 1.445 3.360
S -1.724 -0.173 -0.571
H 1.638 -0.872 -0.177
H 0.584 0.227 -1.238
H 1.459 0.902 -0.023
```

Results
Total charge   -1
Spin multiplicity   1

=====

b.
The ion C2H3O2S2 with charge -1, computed with ωB97M-V/def2-TZVPD.

XYZ file:
```
9
C2H3O2S2 ωB97M-V/def2-TZVPD
C 0.193 -0.566 -0.544
C 0.068 0.692 0.060
O -1.698 1.293 -1.793
O -1.618 2.760 0.259
S 1.930 -0.073 -0.803
S -0.883 2.194 -0.895
H 0.265 -1.614 -0.067
H -0.291 -0.679 -1.569
H 0.508 0.835 1.122
```

Results
Total charge   -1
Spin multiplicity   1

=====

Most stable one: b, least stable one: a.

=====

a.
A structure of composition CuH12O6, computed with ωB97M-V/def2-TZVPD.

XYZ file:
```
19
CuH12O6 ωB97M-V/def2-TZVPD
Cu 0.367 -0.487 -0.306
O -0.113 -2.262 -0.842
H -0.564 -2.154 -1.685
H -0.685 -2.517 -0.121
O 2.100 -0.531 0.486
H 2.455 -1.320 0.053
H 2.570 0.220 0.115
O 0.556 1.116 -1.394
H 1.391 1.483 -1.132
H -0.098 1.798 -1.241
O -0.778 0.089 1.105
H -1.498 0.688 0.934
H -1.265 -0.662 1.457
O -2.211 -0.298 -1.441
H -2.800 -1.053 -1.448
H -2.781 0.451 -1.240
O 1.367 1.670 2.504
H 0.613 1.233 2.104
H 1.368 2.533 2.090
```

Results
Total charge   +1
Spin multiplicity   1

=====

b.
A structure of composition CuH12O6, computed with ωB97M-V/def2-TZVPD.

XYZ file:
```
19
CuH12O6 ωB97M-V/def2-TZVPD
Cu 0.066 0.043 0.462
O 0.995 1.748 -1.210
H 0.981 2.615 -0.804
H 1.685 1.804 -1.872
O -1.685 1.894 0.060
H -1.394 2.710 0.467
H -2.635 1.892 0.178
O -0.023 -3.534 0.241
H 0.295 -2.780 -0.254
H -0.910 -3.292 0.505
O 1.593 1.469 1.726
H 1.777 2.302 1.292
H 2.157 1.472 2.499
O 0.959 -1.826 -1.448
H 1.890 -1.633 -1.334
H 0.705 -1.334 -2.229
O -1.767 -1.217 0.515
H -2.464 -1.244 -0.140
H -2.225 -1.089 1.346
```

Results
Total charge   +1
Spin multiplicity   1

=====

Most stable one: b, least stable one: a.

=====

a.
A cluster of 2 separate species, C3H7O2S in total, computed with ωB97M-V/def2-TZVPD.

XYZ file:
```
13
C3H7O2S ωB97M-V/def2-TZVPD
C -0.842 1.405 0.104
C 0.293 0.830 -0.796
S 1.834 1.630 -0.429
H -1.440 0.587 0.502
H -1.565 2.040 -0.409
H -0.385 1.899 0.954
H 0.302 -0.250 -0.710
H 0.150 1.037 -1.862
H 1.885 1.419 0.905
O -0.016 -3.772 0.968
C -0.075 -2.640 0.453
O -0.681 -1.607 0.819
H 0.540 -2.578 -0.499
```

Results
Total charge   -1
Spin multiplicity   1

=====

b.
A cluster of 2 separate species, C3H7O2S in total, computed with ωB97M-V/def2-TZVPD.

XYZ file:
```
13
C3H7O2S ωB97M-V/def2-TZVPD
O -1.375 1.213 -1.109
C -2.488 0.823 -0.683
O -2.753 -0.035 0.182
H -3.382 1.331 -1.154
C 0.408 -1.019 -0.156
C 1.647 -0.472 0.536
S 1.324 1.069 1.481
H -0.090 -0.230 -0.742
H -0.310 -1.347 0.595
H 0.663 -1.878 -0.787
H 2.010 -1.134 1.326
H 2.486 -0.286 -0.133
H 1.861 1.964 0.645
```

Results
Total charge   -1
Spin multiplicity   1

=====

Most stable one: a, least stable one: b.

=====

a.
A cluster of 7 separate species, C14H42O7S7 in total, computed with ωB97M-V/def2-TZVPD.

XYZ file:
```
70
C14H42O7S7 ωB97M-V/def2-TZVPD
C -19.799 14.833 -7.211
S -18.138 15.222 -7.886
O -17.254 14.036 -7.714
C -18.697 15.098 -9.656
H -19.830 14.846 -6.138
H -20.136 13.844 -7.511
H -20.566 15.581 -7.517
H -19.645 15.690 -9.797
H -18.979 14.016 -9.759
H -17.909 15.474 -10.291
C -12.803 9.524 -8.315
S -14.302 9.413 -9.310
O -15.274 8.729 -8.496
C -14.593 11.159 -9.286
H -12.002 10.017 -8.907
H -12.382 8.522 -8.143
H -12.955 10.177 -7.471
H -15.578 11.297 -9.755
H -13.772 11.622 -9.831
H -14.629 11.511 -8.257
C -13.191 14.455 -5.788
S -13.427 12.841 -4.929
O -13.200 11.855 -6.014
C -15.186 12.858 -4.647
H -14.034 15.041 -5.659
H -13.138 14.235 -6.872
H -12.322 14.968 -5.483
H -15.325 13.673 -3.883
H -15.572 11.920 -4.272
H -15.696 13.103 -5.590
C -23.512 9.772 -9.133
S -22.169 9.854 -10.309
O -21.657 11.298 -10.083
C -21.022 8.781 -9.445
H -24.453 9.949 -9.665
H -23.314 10.576 -8.403
H -23.612 8.773 -8.745
H -20.098 8.720 -10.057
H -21.447 7.808 -9.310
H -20.785 9.293 -8.529
C -13.949 6.244 -7.218
S -13.654 5.713 -8.878
O -13.042 4.362 -8.895
C -15.396 5.461 -9.406
H -14.435 5.495 -6.638
H -14.598 7.108 -7.213
H -13.064 6.647 -6.880
H -15.763 6.489 -9.301
H -15.857 4.743 -8.706
H -15.379 5.093 -10.463
C -22.177 6.518 -6.181
S -20.437 7.066 -5.843
O -19.714 7.053 -7.200
C -20.826 8.787 -5.503
H -21.983 5.931 -7.041
H -22.802 7.434 -6.409
H -22.583 6.146 -5.215
H -21.593 8.652 -4.726
H -21.282 9.123 -6.417
H -19.979 9.350 -5.228
C -18.171 9.981 -7.831
S -17.201 10.699 -6.516
O -18.159 11.320 -5.536
C -16.668 9.124 -5.757
H -17.520 9.636 -8.613
H -18.790 10.812 -8.208
H -18.741 9.212 -7.480
H -17.581 8.568 -5.520
H -16.115 9.279 -4.839
H -16.103 8.550 -6.494
```

Results
Total charge   0
Spin multiplicity   1

=====

b.
A cluster of 7 separate species, C14H42O7S7 in total, computed with ωB97M-V/def2-TZVPD.

XYZ file:
```
70
C14H42O7S7 ωB97M-V/def2-TZVPD
C -3.947 5.570 4.783
S -2.972 5.029 6.246
O -2.014 3.940 5.672
C -1.886 6.464 6.621
H -3.328 5.561 3.886
H -4.233 6.622 4.789
H -4.873 5.006 4.670
H -1.431 6.929 5.747
H -1.165 6.136 7.371
H -2.451 7.288 7.056
C 1.518 1.251 -1.263
S 1.271 0.425 0.378
O 2.622 0.568 1.007
C 0.178 1.685 1.065
H 1.936 2.250 -1.390
H 0.537 1.244 -1.737
H 2.309 0.676 -1.745
H -0.290 1.093 1.851
H -0.714 2.004 0.525
H 0.918 2.450 1.303
C -2.775 0.476 -5.119
S -4.117 -0.086 -6.310
O -3.871 0.598 -7.688
C -3.732 -1.889 -6.496
H -1.875 -0.094 -5.350
H -2.955 0.067 -4.125
H -2.751 1.564 -5.180
H -3.900 -2.085 -7.555
H -4.529 -2.492 -6.060
H -2.671 -2.075 -6.334
C 6.510 -3.444 0.397
S 8.241 -2.876 0.564
O 8.889 -3.519 1.808
C 9.017 -3.796 -0.840
H 5.927 -3.061 -0.440
H 5.981 -3.224 1.325
H 6.477 -4.531 0.479
H 8.943 -3.161 -1.723
H 8.650 -4.820 -0.914
H 10.078 -3.674 -0.625
C -1.383 -6.045 -0.126
S -2.727 -4.729 0.051
O -2.305 -3.818 1.186
C -2.477 -3.858 -1.522
H -0.399 -5.635 -0.351
H -1.598 -6.848 -0.832
H -1.325 -6.626 0.795
H -3.110 -3.077 -1.943
H -2.262 -4.595 -2.297
H -1.603 -3.228 -1.362
C 4.691 1.204 -6.878
S 6.295 1.565 -6.049
O 7.286 1.448 -7.213
C 5.748 3.315 -5.795
H 3.787 1.633 -6.445
H 4.563 0.134 -6.715
H 4.842 1.546 -7.902
H 6.678 3.751 -5.429
H 5.031 3.317 -4.974
H 5.386 3.888 -6.648
C -7.494 -0.641 8.052
S -6.682 0.298 6.715
O -6.609 1.627 7.472
C -4.946 -0.485 6.701
H -7.305 -0.351 9.086
H -7.277 -1.662 7.738
H -8.558 -0.406 8.044
H -4.948 -1.568 6.578
H -4.380 -0.169 7.577
H -4.441 -0.058 5.834
```

Results
Total charge   0
Spin multiplicity   1

=====

Most stable one: a, least stable one: b.